The following is a DFT calculation (wB97M-V/def2-TZVPD) of C12H24FO12Tl as an isolated structure in a non-equilibrium geometry.

Energy relative to the best compared isomer or geometry (same formula, charge and spin)   227.00 kJ/mol
Charge   +2
Lowest unoccupied orbital energy   -13.3 eV
E_tot   -1645.8658 Eh

Last column: natural (NBO) charge in e.
Atoms and positions in Å:
Tl  -2.02  -3.97  3.29  0.999
F  0.30  -1.17  1.03  -0.287
C  -2.26  4.96  -6.48  -0.269
O  -1.64  3.80  -5.96  -0.397
C  -1.02  3.83  -4.73  0.975
O  -0.76  4.79  -4.04  -0.504
O  -0.52  2.60  -4.56  -0.433
C  0.35  2.38  -3.43  -0.265
H  -1.43  5.52  -6.90  0.229
H  -2.81  5.57  -5.75  0.217
H  -2.89  4.81  -7.36  0.238
H  1.03  3.22  -3.32  0.223
H  0.86  1.43  -3.57  0.214
H  -0.27  2.22  -2.54  0.204
C  -4.70  1.55  6.35  -0.256
O  -3.98  2.38  5.38  -0.459
C  -2.94  1.93  4.67  1.002
O  -2.56  0.74  4.51  -0.555
O  -2.25  3.07  4.13  -0.438
C  -1.01  2.86  3.44  -0.264
H  -5.44  0.91  5.87  0.205
H  -5.21  2.20  7.05  0.228
H  -3.98  0.99  6.96  0.202
H  -0.23  2.46  4.09  0.201
H  -0.57  3.84  3.22  0.223
H  -1.17  2.26  2.55  0.209
C  5.30  -0.10  1.69  -0.262
O  6.68  0.08  2.04  -0.477
C  7.06  0.71  3.20  0.994
O  6.35  1.45  3.92  -0.425
O  8.40  0.43  3.37  -0.450
C  9.00  -0.69  2.77  -0.268
H  4.76  -0.60  2.49  0.194
H  5.23  -0.87  0.92  0.222
H  4.80  0.86  1.49  0.210
H  9.91  -0.78  3.37  0.223
H  9.41  -0.54  1.77  0.214
H  8.46  -1.61  2.96  0.209
C  -1.40  -3.88  -3.36  -0.277
O  -2.38  -4.89  -3.78  -0.442
C  -3.11  -5.35  -2.72  0.991
O  -2.92  -5.21  -1.48  -0.614
O  -4.05  -6.15  -3.30  -0.447
C  -5.07  -6.67  -2.49  -0.272
H  -1.04  -3.37  -4.25  0.213
H  -0.51  -4.38  -2.97  0.201
H  -1.67  -3.10  -2.66  0.203
H  -4.83  -6.72  -1.43  0.202
H  -5.27  -7.70  -2.79  0.213
H  -6.00  -6.13  -2.66  0.203